No. 1
60
Properties=species:S:1:pos:R:3 method="wB97M-V/def2-TZVPD" lumo_ev=-0.50 multiplicity=1
H 3.78984 6.18500 4.36508
H 2.15910 6.09503 0.58053
S 0.58044 0.98804 0.16839
C -2.31679 -5.52978 -1.64229
H 0.80397 1.80652 -7.02155
H -5.58553 -6.04196 -0.91614
H 2.19905 1.30079 -5.03783
N 2.80242 -2.33619 5.15768
C -0.64440 -3.92395 -0.65386
C -1.59160 1.87552 -4.62766
C 0.55454 1.38384 -3.66827
H -0.20986 -4.04701 0.33314
N 4.04552 3.11253 6.87895
H -3.80760 -6.85938 -2.42882
H -2.50544 1.69802 -2.18909
N 3.16175 2.21855 5.11715
H -0.97745 2.19680 -1.45257
C -4.30659 -4.61236 0.05562
H 1.16266 1.17112 -2.79447
C 1.13328 1.45851 -4.92580
S -0.36312 -1.81469 1.60449
H -2.65837 2.03895 -4.51213
H -2.86881 -1.21898 -1.68497
C -0.48946 -1.54659 -0.01699
C -1.03073 -2.11330 -2.31573
C -2.02608 -4.52898 -0.72472
N 3.93200 4.13859 6.00939
H -1.52649 -2.96157 -2.78340
H -5.07954 -4.25646 0.72630
C 2.15231 4.21921 1.64276
C -1.96564 -0.93937 -2.23432
H 0.01079 -4.40210 -1.38459
H 1.67644 3.64685 0.85313
S 2.23165 -1.94202 6.44609
H -2.25006 -0.60618 -3.23003
N -1.26143 0.15518 -1.56429
H -2.80229 -3.29710 0.85208
C -4.59061 -5.61743 -0.86408
C -3.59396 -6.07653 -1.71169
Cs 1.62301 -0.12671 4.03130
C 2.41854 5.57028 1.49267
O 1.60546 -0.56792 6.53467
C -0.81565 1.59250 -3.51164
C -1.01157 1.95489 -5.88964
C 3.39226 3.54942 4.96294
C -1.43480 1.49010 -2.13808
H -0.14562 -1.85357 -2.90329
N 3.00172 6.28091 2.45588
C -0.43647 -0.10555 -0.54136
C 3.31516 5.62670 3.56729
H 4.42658 3.26947 7.79518
H 3.53318 1.02433 6.84834
C -3.03190 -4.07131 0.12639
N 2.46440 3.56271 2.75585
C 0.35075 1.74540 -6.04004
H -1.62585 2.17842 -6.75266
C 3.04770 4.26874 3.71946
N -0.66567 -2.49029 -0.94874
H -1.53824 -5.89157 -2.30632
C 3.58313 1.97596 6.33631


No. 2
57
Properties=species:S:1:pos:R:3 method="wB97M-V/def2-TZVPD" lumo_ev=-0.45 multiplicity=1 smiles="COCCOC(=O)c1c(C)nc(SCC(=O)Nc2ccc(OC)cc2)c(C#N)c1-c1ccco1"
H -0.64386 2.07411 4.87613
H 0.95386 1.38221 4.51335
H 2.25998 1.77240 0.84579
C -1.11046 4.98214 -3.75725
H -0.60788 -6.76959 -0.30229
H -0.53425 1.92993 -4.14923
C -1.62787 3.64375 -1.85662
C 1.75815 -1.61569 -1.15593
C 1.09474 -1.35280 0.16012
C -0.05446 1.53733 4.13101
H 1.71411 1.29164 -0.76966
N 0.74026 0.19462 1.91971
C -2.48064 2.69752 -1.28559
H 2.56105 0.34177 -3.27970
H -2.95628 1.54021 0.43889
H 0.42978 4.11830 0.78513
C -0.33428 -1.94292 2.00268
H 2.61844 -0.40265 -4.90086
C -0.07089 -0.65771 2.50807
H 2.19925 -2.23592 -3.47679
O 2.89481 -1.98002 -1.29347
H -1.52831 5.11947 -4.75329
O 1.00982 3.05233 2.63805
H 0.09917 4.88130 -1.50410
C -0.28136 -5.75078 -0.32649
H -0.06720 4.66236 -3.84534
C -1.23593 2.78101 0.77172
C -0.46806 -4.77968 0.67642
H -3.29196 2.31090 -1.88111
C 1.96826 -0.16562 -4.05567
C -0.57891 4.14811 -1.09735
C 0.04015 2.36072 2.84706
H 0.56238 -1.81211 -4.08369
C 1.41090 -1.47745 -3.48381
C -2.28719 2.27299 0.00964
N -1.96438 -3.36656 3.35655
C 2.17011 0.93833 0.15507
C -1.22118 -2.76251 2.72370
H 3.15485 0.53647 -0.07684
H -1.80501 1.67208 2.38737
H 0.78495 1.95877 -2.94792
S -0.87053 -0.08063 3.95699
O -1.90567 3.99534 -3.14424
C 0.28623 -2.31068 0.79073
C 0.40008 -5.12830 -1.33063
O 0.98458 0.68928 -4.57527
C 0.18078 1.31819 -3.60412
O 0.92074 -1.31893 -2.15392
H -0.36074 0.59622 -2.98576
N -1.08025 2.31048 2.08206
H -1.15668 5.93025 -3.21236
C 0.11807 -3.62269 0.21056
O 0.64517 -3.85408 -1.01796
H 0.75368 -5.47668 -2.28118
C 1.31065 -0.11343 0.76741
C -0.38679 3.72213 0.20582
H -0.96107 -4.92379 1.61430


No. 3
54
Properties=species:S:1:pos:R:3 method="wB97M-V/def2-TZVPD" lumo_ev=1.67 multiplicity=1 total_charge=-1
C -4.46987 0.80671 -0.83602
H -4.46261 0.46982 -1.87733
H 5.74372 2.07680 -1.41886
H -2.59104 -2.93771 3.94236
H 3.32025 -1.43571 1.97494
C -2.37160 1.51666 3.27554
H 4.73240 1.15371 -2.52748
H -4.35216 -0.05218 -0.16744
O -2.11342 1.26433 -0.78267
C 0.14383 1.67341 3.24273
H -5.21910 1.26391 3.21366
C 1.84348 0.02349 2.50013
C -3.41074 1.84916 -0.60099
C -5.33405 -0.90127 3.51269
C -2.56440 -0.82118 3.63653
C 4.02657 -0.05423 3.52263
O 5.25648 -0.59462 3.70798
H -5.44676 1.25310 -0.64228
H 6.59934 -2.02736 3.26816
C -1.10341 -0.53297 3.64743
C 1.47861 1.12196 3.30937
O 1.50697 3.56196 -0.53674
C 3.66670 2.36497 -1.09231
H 3.82358 2.75001 -0.07601
O 2.45647 1.59821 -1.13333
C 3.08711 -0.56571 2.59337
C -1.11807 2.21546 -0.69064
H 2.16706 2.49961 4.82427
C -4.59422 -2.08670 3.71850
H 0.22106 0.55967 -1.10490
O -2.68638 2.68577 3.09225
C 2.44966 1.64687 4.20307
H 4.92990 0.62404 -0.83426
C -0.99198 0.93842 3.35612
O -1.38797 3.38970 -0.48594
H -3.55031 2.68394 -1.29998
H 4.43904 1.44375 5.02277
C 0.16318 1.61028 -0.87117
C 5.58674 -1.78146 2.95647
C 1.36375 2.37966 -0.81870
H 0.03080 2.75554 3.17509
C -3.29419 0.35665 3.43225
C -3.19830 -2.04806 3.78396
H -5.11521 -3.03784 3.82762
C 3.69378 1.06980 4.32216
O -0.22828 -1.36308 3.86332
H -3.48704 2.23736 0.42340
H 3.59327 3.21960 -1.77651
H 4.90322 -2.60473 3.19953
H 5.55956 -1.58774 1.87664
H 1.12920 -0.37808 1.78345
C 4.82582 1.49237 -1.49181
C -4.68368 0.32840 3.36906
H -6.42210 -0.94642 3.46662


No. 4
53
Properties=species:S:1:pos:R:3 method="wB97M-V/def2-TZVPD" lumo_ev="1.87 / 1.87" multiplicity=1 total_charge=-1
C -3.00318 -0.24724 1.68594
Se 0.48082 -0.12149 2.94303
H 1.93095 0.21827 -3.77835
P 0.30282 1.91558 2.27815
C -6.49236 0.94823 1.21671
H 3.70588 -2.11879 -1.43946
H 2.56258 3.29628 6.44924
C 3.24299 4.57663 3.39332
C 1.61640 0.33853 -2.73809
Se 0.55967 2.37910 0.18016
C 2.49365 3.46263 5.38114
H 2.24622 4.00358 1.57286
H -2.37891 -0.59872 2.49922
H 2.24350 -0.40683 0.05517
C 1.43344 -0.74069 -0.60460
H 1.38939 -3.07512 -2.15616
C 1.48229 2.93476 3.25509
H -1.83779 3.40414 0.92345
C 3.33149 4.38253 4.76251
Au -0.43158 -0.53080 -0.02680
C 3.44730 -1.22898 -2.01789
H -1.20393 1.62220 4.75092
N -7.58720 1.23534 1.43182
H 2.14582 1.18445 -2.30025
H 3.98828 -0.37965 -1.59714
H 3.79262 -1.38372 -3.04293
C -3.09829 2.57958 4.46976
C -4.61035 0.73381 -0.33975
C -1.35320 2.51561 2.80533
C -2.44158 -0.12514 0.40560
C -3.29536 0.37862 -0.58996
H 3.89754 5.28564 2.90102
C 1.58178 2.73861 4.63128
H -4.71107 -0.00184 2.96708
C -3.93040 3.25099 3.58202
H -5.24088 1.12412 -1.13002
H -2.91538 0.51780 -1.59628
C -4.31526 0.09614 1.96337
C -5.13106 0.59047 0.94649
C -3.47355 3.55193 2.30958
H 4.05595 4.93692 5.34687
C 2.32024 3.85796 2.64322
H 0.11642 -1.95230 -2.63357
H -4.93774 3.51905 3.87668
C -1.82316 2.20476 4.08016
H 0.54826 0.54947 -2.70213
C -2.18899 3.19092 1.92434
C 1.93709 -0.97850 -1.98729
H -4.12400 4.05157 1.60234
C 1.19044 -2.13106 -2.66639
H 1.51530 -2.22470 -3.70640
H -3.45349 2.32442 5.46101
H 0.96398 1.98923 5.10990


No. 5
57
Properties=species:S:1:pos:R:3 method="wB97M-V/def2-TZVPD" lumo_ev=-3.67 multiplicity=1 total_charge=+1
Se -5.52839 1.48427 -5.26662
N -5.62816 1.54811 -3.47029
C 0.61254 1.76803 -2.73726
C -4.06679 1.73946 -1.61044
H -6.09635 1.63485 -0.93272
H 0.65401 -5.37816 0.29540
O 1.18365 -2.07293 0.05326
H 2.45886 -3.94244 -1.49270
N -3.72864 1.47562 -5.25953
Sr -0.03722 1.02411 0.59266
C -3.36333 1.58795 -4.01422
H 2.10184 -5.38200 2.44451
H 3.21098 -4.75811 -0.12700
C 0.37955 1.61653 -4.10064
C 1.59642 -3.42081 0.40936
C 2.96974 2.31764 1.81792
C 0.40945 -4.32830 0.12504
H 3.55503 -3.05048 -0.43052
C 1.28928 4.01372 1.48489
C 2.77787 -3.81150 -0.45844
C 1.54293 -4.49621 2.75702
H 1.21027 1.54500 -4.78690
H 0.73915 2.29796 4.35980
H -5.44160 1.83320 1.48239
C 1.21160 2.59574 3.43274
C 1.92504 -3.29012 1.91919
C -0.92454 1.56070 -4.53125
C 2.35389 1.93526 3.00110
N -2.38929 1.96436 0.08129
H -1.16618 1.44338 -5.57939
C -4.70626 1.83705 0.69152
C -2.73511 1.84738 -1.22001
C -3.35500 1.96120 0.99582
C -4.40289 1.62754 -3.03546
H -0.20521 4.15892 3.01853
C 2.44006 3.35655 1.05827
H 4.05722 -3.74722 2.00568
C 0.67790 3.63476 2.67517
H 2.75622 1.11546 3.58055
O 1.11827 -2.16471 2.33154
N -0.35484 1.85831 -1.83014
H -3.04315 2.06766 2.02980
C -5.06095 1.72843 -0.63264
H 3.47171 -2.63071 3.24011
H 3.69636 -2.06894 1.58278
H 3.86155 1.80080 1.48817
H 1.63152 1.82124 -2.36856
H 0.48189 -4.72311 2.69209
C -1.95649 1.65461 -3.59805
H -0.44923 -4.07191 0.74589
C -1.63831 1.79792 -2.25128
H 0.88029 4.82880 0.90186
H 1.78763 -4.30919 3.80265
C 3.37569 -2.91577 2.19238
H 2.92880 3.66243 0.14179
B 0.81285 -1.36641 1.22245
H 0.11781 -4.21588 -0.91961


No. 6
57
Properties=species:S:1:pos:R:3 method="wB97M-V/def2-TZVPD" s2=2.007 lumo_ev="-1.01 / -1.09" multiplicity=3
C 6.10797 -0.01235 0.82771
Br -6.08843 3.53226 -0.64731
C -0.66975 -0.01773 4.33364
C -3.84432 1.79444 -0.35724
Br -3.80510 5.91153 -0.97557
O -2.07205 0.21463 -0.09937
H 7.98294 0.03064 -0.22412
H 4.68196 0.12037 -1.59452
C 6.46053 1.21616 1.67977
H 7.53302 1.22900 1.88003
H -0.85357 -1.38234 6.71448
C -1.93310 3.78975 -0.61166
C 3.71041 -0.06215 1.62698
Br -5.08063 0.38289 -0.15558
C 0.91637 -0.16362 6.29785
Br -0.57168 5.08642 -0.77092
C -3.29097 4.11602 -0.69593
C -1.52000 2.47998 -0.40258
Ni -0.19862 0.27350 0.11500
H 0.52898 1.06484 8.03562
H 2.86514 -1.14276 6.17930
O -0.24914 2.12294 -0.31020
H 2.95032 0.62933 6.24716
C 0.22413 -1.40568 6.87632
C 1.34025 -0.05441 2.49979
C 6.91971 0.03962 -0.46573
H 7.55045 -1.30049 1.79394
C -0.91570 0.03957 2.97831
C 0.34731 1.09975 6.96033
H 6.71858 0.94956 -1.03350
C 2.41021 -0.24787 6.60908
C 2.34847 -0.04244 1.40170
H 0.39887 -1.45653 7.95211
H 6.19757 2.13986 1.16220
H 5.94214 1.20648 2.63934
C 1.65606 -0.11469 3.84842
N 1.84387 0.01925 0.15706
H -1.50615 0.00325 5.01769
N 0.07447 0.01772 2.08700
H 6.71866 -0.82194 -1.10499
H 2.23688 0.15717 -1.84869
C 0.64221 -0.09816 4.80058
C 2.68575 0.07967 -0.86674
H 2.68758 -0.17084 4.15687
H 6.23393 -2.18076 1.00810
C -4.24801 3.11861 -0.56299
H -0.72785 1.18905 6.80523
H 2.54944 -0.29530 7.68946
C 4.60875 -0.00755 0.56028
H 0.82198 1.99772 6.56154
C 6.47848 -1.29129 1.59108
H -1.91430 0.10478 2.56279
C -2.49958 1.45602 -0.28406
H 0.61545 -2.31830 6.42324
H 4.08351 -0.10622 2.63943
C 4.06166 0.06501 -0.71328
H 5.95953 -1.35926 2.54800


no.,electronic energy (eV)
1,-72282.7728
2,-52851.0971
3,-39594.5591
4,-170442.4908
5,-102188.9295
6,-353567.6094